# 1
{
  "formula": "C15H27IN2O5PPdS",
  "method": "ωB97M-V/def2-TZVPD",
  "species": ["Pd", "O", "S", "O", "O", "O", "C", "C", "C", "P", "C", "C", "C", "C", "C", "C", "H", "H", "H", "H", "H", "H", "H", "H", "H", "H", "H", "H", "H", "H", "H", "H", "H", "H", "H", "H", "H", "N", "C", "O", "C", "C", "C", "C", "N", "C", "H", "H", "H", "H", "H", "H", "I"],
  "xyz": [[0.474094, 0.029097, -0.732314], [-3.258110, -0.275314, -1.986239], [-2.322579, -0.339939, -0.869250], [-2.975527, -0.681533, 0.379166], [-1.188906, -1.310411, -1.183909], [-1.552891, 0.966185, -0.737286], [-1.575054, 0.943850, 2.687774], [-0.544875, -0.171402, 2.870148], [-1.213643, -1.545754, 2.850509], [0.824098, -0.034500, 1.639139], [2.011804, -1.403454, 2.049359], [2.243229, -1.716479, 3.525410], [1.666278, -2.672601, 1.261336], [1.720831, 1.538724, 2.094115], [1.756003, 1.916968, 3.576110], [1.209004, 2.720976, 1.266221], [-2.361169, 0.825539, 3.438991], [-2.037417, 0.886556, 1.703015], [-1.139176, 1.933831, 2.817521], [-0.056610, -0.040577, 3.843686], [-1.658403, -1.741840, 1.874162], [-2.015908, -1.558650, 3.593710], [-0.518772, -2.344901, 3.105665], [2.942555, -1.023591, 1.618861], [1.332196, -2.059792, 4.021175], [2.627421, -0.862510, 4.074527], [2.982257, -2.518479, 3.609864], [0.772670, -3.166976, 1.640893], [2.497864, -3.379087, 1.333330], [1.504816, -2.447963, 0.207740], [2.739816, 1.328873, 1.755593], [0.762155, 2.172101, 3.950695], [2.386815, 2.801298, 3.704032], [2.157690, 1.131948, 4.209097], [0.172276, 2.964108, 1.497730], [1.273925, 2.518190, 0.197731], [1.822085, 3.602050, 1.475941], [-3.581629, 1.056887, -4.501133], [-2.661701, 0.832835, -5.456366], [-2.872103, 0.964331, -6.656308], [-1.313121, 0.399690, -4.960230], [-0.523737, -0.384925, -5.780814], [0.685308, -0.843711, -5.300409], [1.064612, -0.491045, -4.014999], [0.328391, 0.288946, -3.222371], [-0.841086, 0.724438, -3.695503], [-4.507403, 1.279494, -4.824727], [-3.461580, 0.693819, -3.555301], [-0.883739, -0.631838, -6.771711], [1.326956, -1.479476, -5.895838], [2.004554, -0.828208, -3.596528], [-1.410956, 1.346247, -3.019757], [3.186407, 0.087953, -1.112262]],
  "atomic_forces_ev_per_a": [[-0.45, 0.17, -0.57], [0.09, 0.11, -0.14], [0.15, -0.13, 0.02], [-0.01, -0.04, -0.07], [-0.04, -0.09, 0.21], [0.09, 0.11, 0.06], [-0.04, -0.01, -0.02], [0.13, 0.03, 0.12], [-0.03, 0.00, -0.09], [-0.03, -0.01, 0.23], [-0.02, -0.01, -0.12], [-0.08, -0.07, -0.02], [0.04, 0.01, 0.04], [-0.04, -0.06, 0.00], [-0.07, 0.05, -0.06], [0.04, 0.00, -0.02], [0.00, 0.00, -0.02], [0.02, 0.02, 0.08], [0.02, 0.02, 0.02], [0.00, -0.01, 0.02], [-0.01, -0.02, 0.05], [-0.02, 0.01, -0.04], [-0.03, 0.00, -0.02], [0.02, 0.03, 0.04], [0.06, 0.03, -0.02], [0.04, 0.10, 0.07], [-0.02, 0.01, 0.00], [-0.03, 0.02, 0.00], [-0.01, 0.01, 0.00], [0.01, -0.03, -0.01], [0.03, -0.02, 0.00], [0.02, -0.01, -0.03], [-0.01, -0.02, 0.00], [0.05, -0.10, 0.06], [-0.01, 0.00, -0.01], [0.01, 0.00, -0.02], [-0.02, 0.00, 0.00], [-0.04, 0.07, -0.01], [0.13, 0.05, -0.11], [-0.05, 0.01, 0.03], [-0.12, 0.07, 0.11], [-0.05, -0.08, -0.15], [0.11, -0.01, 0.06], [0.10, 0.09, 0.09], [-0.17, -0.18, -0.02], [0.08, -0.01, 0.06], [-0.01, -0.01, 0.02], [-0.01, -0.09, 0.10], [0.01, 0.01, 0.01], [0.00, 0.02, 0.00], [-0.01, -0.04, 0.02], [-0.05, 0.00, 0.02], [0.23, 0.03, 0.02]],
  "largest_force_ha_per_bohr": 0.01458,
  "total_charge": -1,
  "relative_energy_ev": 0.107,
  "e_homo_ev": [-4.6, -5.8],
  "e_tot_ev": -60920.58840,
  "spin_multiplicity": 3,
  "homo_lumo_gap_ev": [7.15, 7.48]
}

***

# 2
{
  "formula": "C37H38ClFN4O11P3RbS3",
  "method": "ωB97M-V/def2-TZVPD",
  "species": ["Rb", "C", "C", "S", "C", "C", "S", "C", "C", "S", "H", "H", "H", "H", "H", "H", "H", "H", "H", "H", "H", "H", "Cl", "C", "C", "C", "C", "C", "C", "P", "C", "C", "C", "C", "C", "C", "C", "C", "C", "C", "C", "C", "H", "H", "H", "H", "H", "H", "H", "H", "H", "H", "H", "H", "H", "H", "O", "P", "O", "O", "O", "P", "O", "O", "O", "H", "H", "N", "C", "N", "C", "C", "C", "C", "C", "C", "H", "H", "H", "H", "H", "H", "F", "C", "C", "N", "C", "C", "O", "O", "C", "O", "N", "C", "O", "H", "H", "H", "H"],
  "xyz": [[0.624649, 0.217553, -0.923274], [-5.437353, -0.368795, -3.863516], [-5.365486, 0.200360, -2.439659], [-3.750497, 0.334129, -1.644320], [-3.424922, -1.352367, -1.087390], [-3.305375, -2.473319, -2.117599], [-1.777932, -2.499671, -3.079511], [-1.876349, -1.036919, -4.123209], [-3.008534, -1.055348, -5.154054], [-4.239186, 0.278650, -5.056652], [-6.433803, -0.157017, -4.260542], [-5.341797, -1.453853, -3.861929], [-6.069533, -0.350651, -1.806902], [-5.731064, 1.229644, -2.468894], [-4.162385, -1.630777, -0.326337], [-2.452714, -1.287993, -0.593377], [-4.192294, -2.557267, -2.748192], [-3.258466, -3.411639, -1.555327], [-0.899399, -1.016798, -4.609905], [-1.909669, -0.144527, -3.507680], [-3.550582, -2.003797, -5.130170], [-2.592587, -0.974377, -6.159651], [0.108076, -2.986269, 0.423825], [-1.072773, -3.600071, 1.549039], [-1.229276, -4.978076, 1.617828], [-2.161626, -5.516257, 2.490095], [-2.925426, -4.675277, 3.284783], [-2.751684, -3.303534, 3.208334], [-1.819275, -2.728651, 2.343741], [-1.644479, -0.934573, 2.075860], [-2.984421, -0.219421, 3.071915], [-2.987593, -0.136931, 4.460786], [-4.062714, 0.429525, 5.127163], [-5.140429, 0.926836, 4.409216], [-5.133951, 0.874431, 3.022963], [-4.056296, 0.311724, 2.353851], [-0.183673, -0.522452, 3.083655], [0.103667, 0.834248, 3.225306], [1.212209, 1.236970, 3.952411], [2.051392, 0.296543, 4.530651], [1.773841, -1.053771, 4.385175], [0.657497, -1.463299, 3.670407], [-0.620388, -5.603453, 0.979836], [-2.290416, -6.590149, 2.542120], [-3.659556, -5.084668, 3.967944], [-3.354763, -2.653511, 3.828171], [-2.130509, -0.505667, 5.012908], [-4.052934, 0.492206, 6.208935], [-5.975783, 1.376838, 4.932297], [-5.956920, 1.290973, 2.454887], [-4.021197, 0.322679, 1.270665], [-0.510209, 1.576030, 2.734548], [1.429387, 2.295614, 4.020825], [2.938869, 0.612498, 5.066554], [2.433291, -1.798027, 4.815711], [0.451312, -2.522451, 3.570812], [-1.021749, 1.890873, -3.163728], [-0.273132, 3.180025, -2.485349], [-0.314167, 4.339971, -3.401670], [0.998309, 2.568455, -1.979818], [-1.222408, 3.486769, -1.205424], [-1.018450, 3.087433, 0.360714], [-2.311489, 3.832382, 1.009983], [0.183254, 3.720152, 0.953089], [-1.201345, 1.602854, 0.468758], [-1.753496, 2.167924, -3.724638], [-3.116197, 3.388474, 0.724822], [3.961096, 1.960370, 0.947660], [2.751980, 1.354521, 0.803046], [2.745149, 0.090316, 1.131236], [4.045492, -0.164223, 1.515903], [4.626440, -1.346709, 1.969357], [5.973755, -1.336567, 2.274202], [6.745193, -0.174518, 2.130302], [6.187374, 1.010350, 1.684877], [4.830232, 0.994525, 1.390366], [4.179663, 2.877513, 0.595087], [1.917483, 1.932829, 0.432466], [4.026398, -2.242206, 2.062505], [6.451259, -2.246194, 2.619571], [7.803156, -0.206818, 2.361929], [6.785406, 1.903683, 1.558790], [4.992936, 3.808510, -1.135773], [5.049000, 3.055806, -2.259844], [3.949778, 2.453917, -2.746708], [3.994131, 1.686818, -3.881869], [2.820083, 0.865407, -4.182202], [2.566833, -0.148594, -3.033854], [3.255479, -0.015948, -2.007932], [1.615532, -0.933654, -3.213989], [5.165040, 1.455806, -4.545364], [5.293315, 0.751200, -5.533266], [6.265089, 2.127975, -4.024599], [6.340358, 2.915305, -2.886390], [7.393890, 3.425003, -2.536127], [2.960572, 2.551309, -2.301371], [3.004919, 0.367900, -5.130015], [1.946454, 1.509505, -4.272736], [7.129408, 1.965723, -4.517127]],
  "atomic_forces_ev_per_a": [[-0.54, -1.09, 0.08], [0.01, -0.11, 0.11], [-0.10, 0.02, -0.11], [-0.06, 0.03, 0.00], [0.11, -0.22, -0.05], [-0.13, 0.03, 0.07], [0.07, -0.19, 0.08], [0.07, 0.16, -0.02], [0.00, -0.16, -0.03], [-0.05, 0.07, -0.08], [0.03, 0.06, -0.05], [0.02, 0.03, -0.01], [0.07, -0.04, 0.06], [0.08, 0.02, 0.02], [-0.02, 0.01, -0.01], [-0.11, 0.19, 0.18], [0.07, 0.05, -0.05], [0.05, -0.01, -0.03], [0.02, -0.04, 0.02], [-0.01, -0.02, -0.01], [0.01, 0.02, 0.00], [-0.04, 0.09, 0.00], [-0.08, -0.06, 0.14], [0.09, -0.11, -0.08], [-0.01, 0.11, 0.01], [0.03, -0.07, -0.04], [-0.06, -0.04, 0.04], [0.01, 0.00, -0.01], [-0.12, -0.17, 0.22], [0.47, 0.29, -0.65], [-0.22, 0.02, -0.07], [0.02, -0.01, 0.01], [0.07, -0.03, 0.09], [-0.09, 0.05, -0.03], [-0.04, 0.02, -0.02], [0.01, 0.01, 0.17], [-0.04, -0.08, 0.16], [0.14, 0.00, 0.07], [-0.03, 0.07, -0.06], [0.09, 0.01, 0.02], [0.00, -0.05, 0.00], [-0.02, 0.03, 0.02], [-0.01, -0.04, 0.01], [0.00, 0.00, 0.00], [0.00, -0.02, 0.00], [-0.01, 0.00, 0.02], [-0.01, 0.00, 0.03], [-0.01, 0.01, 0.00], [-0.01, 0.01, -0.01], [-0.01, 0.01, 0.02], [0.03, -0.03, -0.04], [-0.05, 0.02, -0.06], [0.03, 0.00, 0.02], [-0.01, 0.00, 0.00], [0.02, 0.02, 0.01], [-0.01, 0.00, -0.02], [-0.16, 0.05, -0.06], [0.42, -0.05, 0.22], [-0.13, -0.10, -0.06], [0.18, 0.57, -0.19], [-0.20, 0.26, 0.06], [0.41, 0.15, -0.03], [-0.16, 0.05, -0.09], [0.00, -0.06, 0.02], [-0.45, -0.02, 0.17], [-0.06, 0.10, 0.03], [0.00, -0.09, -0.03], [-0.08, -0.05, -0.02], [0.01, 0.09, -0.02], [-0.02, 0.33, 0.14], [0.10, -0.16, 0.03], [-0.05, 0.03, -0.02], [0.04, -0.05, 0.02], [0.06, 0.04, 0.00], [0.04, -0.01, 0.03], [0.09, -0.03, 0.00], [0.05, -0.01, 0.01], [-0.06, 0.20, 0.18], [-0.02, -0.02, 0.00], [0.00, 0.00, 0.00], [0.00, -0.01, 0.00], [0.00, 0.01, -0.01], [-0.01, 0.13, 0.05], [-0.02, -0.19, -0.20], [0.16, 0.06, 0.16], [-0.05, 0.08, -0.09], [0.19, -0.11, -0.01], [-0.08, 0.16, -0.32], [0.36, -0.03, 0.16], [-0.16, -0.28, -0.49], [0.28, 0.07, -0.06], [-0.09, -0.03, 0.02], [-0.09, -0.12, -0.06], [-0.14, 0.24, 0.10], [0.01, -0.08, 0.02], [0.01, 0.11, 0.02], [-0.05, -0.07, 0.07], [-0.03, 0.00, 0.07], [0.00, 0.00, 0.01]],
  "largest_force_ha_per_bohr": 0.02368,
  "total_charge": -2,
  "relative_energy_ev": 0.000,
  "e_homo_ev": -3.6,
  "e_tot_ev": -143750.81594,
  "spin_multiplicity": 1,
  "homo_lumo_gap_ev": 6.87
}